{
  "formula": "C37H83Cl8O27P3",
  "method": "wB97M-V/def2-TZVPD",
  "charge": 0,
  "e_homo_ha": -0.372,
  "smiles": "CCOP(=O)(OCC)OCC.CCOP(=O)(OCC)OCC.CCOP(=O)(OCC)OCC.COC(=O)OC.COC(=O)OC.COC(=O)OC.COC(=O)OC.COC(=O)OC.ClCCl.ClCCl.ClCCl.ClCCl",
  "energy_ha": -8196.92654,
  "gap_ev": 10.47,
  "species": ["C", "C", "O", "P", "O", "O", "C", "C", "O", "C", "C", "H", "H", "H", "H", "H", "H", "H", "H", "H", "H", "H", "H", "H", "H", "H", "C", "C", "O", "P", "O", "O", "C", "C", "O", "C", "C", "H", "H", "H", "H", "H", "H", "H", "H", "H", "H", "H", "H", "H", "H", "H", "C", "C", "O", "P", "O", "O", "C", "C", "O", "C", "C", "H", "H", "H", "H", "H", "H", "H", "H", "H", "H", "H", "H", "H", "H", "H", "C", "O", "C", "O", "O", "C", "H", "H", "H", "H", "H", "H", "C", "O", "C", "O", "O", "C", "H", "H", "H", "H", "H", "H", "C", "O", "C", "O", "O", "C", "H", "H", "H", "H", "H", "H", "C", "O", "C", "O", "O", "C", "H", "H", "H", "H", "H", "H", "C", "O", "C", "O", "O", "C", "H", "H", "H", "H", "H", "H", "Cl", "C", "Cl", "H", "H", "Cl", "C", "Cl", "H", "H", "Cl", "C", "Cl", "H", "H", "Cl", "C", "Cl", "H", "H"],
  "positions_angstrom": [[-1.8511, 3.3880, -7.1435], [-1.7371, 2.7505, -5.7613], [-2.9297, 3.0946, -4.9859], [-3.9837, 2.0676, -4.3504], [-4.9228, 2.7635, -3.4893], [-3.1345, 0.9599, -3.6510], [-3.7199, -0.2753, -3.1441], [-3.6586, -1.3039, -4.2113], [-4.6420, 1.2750, -5.5522], [-5.4549, 1.9295, -6.4792], [-6.1874, 0.8542, -7.2528], [-1.7505, 4.4713, -7.0753], [-1.1143, 2.9306, -7.7823], [-2.8558, 3.2787, -7.5918], [-1.5824, 1.7098, -5.9230], [-0.8950, 3.1806, -5.1978], [-3.2120, -0.5101, -2.2555], [-4.7247, -0.0100, -2.8498], [-3.7493, -2.3946, -3.7998], [-4.4041, -1.0791, -4.9581], [-2.6576, -1.2107, -4.7241], [-6.1472, 2.6428, -5.9823], [-4.8282, 2.5854, -7.1219], [-5.4702, 0.0407, -7.5671], [-7.0660, 0.3832, -6.8397], [-6.4355, 1.1777, -8.2666], [0.9028, 2.6473, 2.3014], [0.7547, 1.1376, 2.1221], [-0.5596, 0.8686, 2.8008], [-1.2119, -0.5303, 2.5527], [-1.8045, -0.8300, 1.2271], [-0.1281, -1.5772, 3.0215], [-0.1522, -2.9792, 2.7159], [1.2193, -3.5552, 3.0944], [-2.3001, -0.6717, 3.6937], [-3.2739, 0.3588, 4.0272], [-4.2458, 0.4242, 2.9367], [1.0889, 2.8824, 3.3672], [1.7600, 3.0006, 1.7188], [-0.0625, 3.0043, 1.9315], [0.6151, 0.8126, 1.0256], [1.4976, 0.5560, 2.6237], [-0.9162, -3.5317, 3.2200], [-0.2692, -3.1780, 1.6008], [1.2823, -3.4226, 4.1813], [1.3502, -4.6029, 2.9229], [1.9411, -2.9086, 2.6301], [-3.7317, -0.0187, 4.9357], [-2.6823, 1.2976, 4.2576], [-3.7334, 0.7382, 2.0190], [-4.6864, -0.5315, 2.7064], [-5.0268, 1.1317, 3.2330], [3.6917, 4.7777, 5.1677], [4.5314, 3.7140, 4.4274], [3.8194, 2.4775, 4.1846], [4.4859, 1.1812, 3.6469], [3.5703, 0.0185, 3.4779], [5.0282, 1.6602, 2.1964], [5.3588, 0.5480, 1.3159], [4.5883, 0.6594, 0.0291], [5.7536, 0.9396, 4.5825], [5.5937, 0.7112, 5.9966], [6.7406, -0.0652, 6.5253], [2.7633, 4.9700, 4.6694], [3.5452, 4.5194, 6.2212], [4.1889, 5.7241, 5.0411], [4.7922, 4.0664, 3.4338], [5.4782, 3.4483, 4.8758], [6.4263, 0.5789, 1.2394], [5.0417, -0.3075, 1.9024], [4.7500, -0.2730, -0.5331], [3.4732, 0.6588, 0.2431], [5.0127, 1.4296, -0.6498], [5.4490, 1.6991, 6.4550], [4.5741, 0.1112, 6.1289], [7.0035, -0.7650, 5.7510], [7.5693, 0.5304, 6.5759], [6.6064, -0.6309, 7.4634], [-1.7915, -3.3957, 6.2036], [-0.7413, -2.4458, 6.1787], [-1.1062, -1.1364, 6.3381], [-2.1941, -0.7291, 6.6790], [-0.1219, -0.2910, 6.1052], [1.2201, -0.7581, 5.9424], [-2.4167, -3.3123, 7.0903], [-1.3304, -4.3834, 6.1884], [-2.3317, -3.2498, 5.2745], [1.8178, 0.1080, 5.5767], [1.4421, -1.5839, 5.3074], [1.5396, -1.0092, 7.0210], [-3.2589, 5.6503, -2.3216], [-2.7430, 4.3926, -1.7872], [-1.6924, 4.4283, -1.0085], [-1.0016, 5.4149, -0.8729], [-1.4874, 3.3110, -0.2729], [-2.2533, 2.1244, -0.6168], [-2.4948, 6.4291, -2.4623], [-3.8628, 6.0027, -1.5617], [-3.7505, 5.5035, -3.2753], [-2.0343, 1.3529, 0.1392], [-1.9141, 1.7771, -1.5817], [-3.3331, 2.3855, -0.6368], [2.0587, -8.4837, -3.0411], [1.1303, -7.4993, -3.6762], [0.2180, -7.0375, -2.7814], [0.0828, -7.3538, -1.6246], [-0.4073, -6.0285, -3.3711], [-1.2710, -5.3333, -2.5244], [1.5186, -9.0551, -2.3491], [2.7980, -7.9114, -2.5800], [2.4474, -9.0953, -3.8255], [-2.3631, -5.2777, -2.8054], [-0.9421, -4.3090, -2.4779], [-1.2456, -5.7278, -1.4879], [2.2732, -3.0962, -3.1619], [3.0480, -4.0546, -2.4136], [4.3358, -3.7278, -2.1158], [4.7920, -2.6242, -2.1019], [5.0217, -4.8374, -1.8259], [6.4383, -4.7275, -1.5398], [2.8109, -2.6777, -4.0517], [1.9737, -2.3610, -2.5063], [1.4208, -3.6951, -3.5042], [6.6219, -4.5296, -0.4874], [6.8664, -4.0213, -2.1608], [6.7619, -5.7771, -1.8235], [-0.2708, -0.2260, -3.0829], [0.0702, 1.1152, -3.0575], [1.0838, 1.4143, -2.1997], [1.6552, 0.6265, -1.4744], [1.5552, 2.6332, -2.2589], [1.1002, 3.6538, -3.1053], [-0.7187, -0.3681, -4.0459], [-1.0096, -0.4845, -2.3591], [0.6136, -0.8682, -3.0772], [1.6093, 3.7079, -4.0933], [1.4095, 4.5689, -2.5657], [0.0510, 3.5708, -3.3304], [-3.4146, 7.9938, 2.8317], [-2.8795, 6.7260, 1.6809], [-3.4901, 5.1377, 2.0006], [-3.1731, 7.0921, 0.6874], [-1.8245, 6.7422, 1.8468], [-4.0669, -4.4654, 1.7609], [-4.2167, -2.9039, 0.8425], [-3.7865, -2.9974, -0.8993], [-5.2903, -2.6969, 0.8735], [-3.4970, -2.1274, 1.2688], [0.7431, 5.4486, 7.2744], [-0.0663, 5.0662, 5.6638], [0.4214, 5.9087, 4.1822], [0.1113, 4.0296, 5.6474], [-1.1463, 5.2769, 5.7718], [-0.1829, -3.9782, -6.6977], [-0.2021, -5.7941, -6.6531], [1.2336, -6.4976, -7.3342], [-0.2457, -6.1556, -5.6248], [-1.0726, -6.0979, -7.1614]],
  "mulliken_charge": [-1.263, 0.397, -0.198, 0.166, -0.801, 0.848, -0.131, -0.784, -0.142, 0.063, -1.356, 0.316, 0.390, 0.223, 0.140, -0.020, -0.066, 0.523, 0.146, 0.336, 0.138, 0.315, 0.016, 0.277, 0.326, 0.399, -0.881, 0.291, 0.196, -0.157, -0.716, 0.480, 0.048, -1.412, 0.045, -0.249, -0.794, 0.016, 0.447, 0.272, -0.082, 0.054, 0.243, 0.131, 0.179, 0.471, 0.301, 0.396, 0.189, -0.006, 0.183, 0.468, -0.797, -0.429, 0.232, 0.553, -0.437, -0.436, -0.469, -0.514, -0.445, 0.423, -1.487, -0.133, 0.322, 0.426, 0.260, 0.498, 0.419, 0.277, 0.173, -0.040, 0.303, 0.242, -0.048, 0.350, 0.408, 0.352, -0.629, -0.275, 0.728, -0.642, -0.221, 0.088, 0.318, 0.238, 0.187, -0.181, -0.077, 0.371, -0.899, -0.121, 0.233, -0.640, 0.247, 0.581, 0.383, 0.330, 0.170, -0.435, -0.443, 0.519, -0.774, -0.251, 0.827, -0.622, -0.163, -0.694, 0.359, 0.313, 0.232, 0.218, 0.160, 0.380, -0.365, -0.192, 0.686, -0.578, -0.310, -0.706, 0.300, 0.061, 0.168, 0.269, 0.368, 0.220, -0.159, -0.094, 0.689, -0.478, -0.315, -0.209, 0.065, 0.204, -0.063, 0.267, 0.321, -0.293, -0.195, -0.104, -0.103, 0.180, 0.192, -0.198, 0.427, -0.099, 0.398, -0.586, -0.192, 0.038, -0.143, -0.094, 0.387, -0.176, 0.331, -0.164, -0.281, 0.331]
}